C21H18N2O in the gas phase, computed with wB97M-V/def2-TZVPD.

- Relative energy (zero: lowest compared OMol25 entry of this formula, charge and spin): 1.2 kcal per mole
- SMILES: C=CCNC(=O)c1c2c(nc3ccccc13)-c1ccccc1CC2
- Gap between HOMO and LUMO: 8.3433 eV

CARTESIAN COORDINATES (ANGSTROEM)
C -5.56685 1.03750 -1.62451
C -4.65553 0.16211 -2.00279
C -4.01344 -0.83075 -1.07826
N -2.59577 -0.55958 -0.93486
C -2.06668 -0.04304 0.20077
O -2.69070 0.08657 1.23235
C -0.61544 0.30993 0.05246
C 0.35317 -0.38362 0.73482
C 1.71404 -0.00928 0.54135
N 2.08054 0.96915 -0.24858
C 1.14551 1.67716 -0.90485
C 1.56540 2.73864 -1.73317
C 0.64658 3.49197 -2.40869
C -0.72456 3.22307 -2.28117
C -1.16372 2.19610 -1.49027
C -0.24285 1.39067 -0.79158
C 2.75991 -0.74734 1.25036
C 4.03214 -0.20104 1.39891
C 5.01689 -0.89889 2.06977
C 4.73906 -2.15066 2.59585
C 3.47734 -2.70135 2.44694
C 2.47871 -2.01142 1.77862
C 1.11083 -2.59568 1.57772
C 0.04854 -1.50346 1.68242
H -5.99747 1.74702 -2.31078
H -5.92252 1.07570 -0.60827
H -4.29891 0.13963 -3.02551
H -4.44515 -0.76216 -0.07756
H -4.14492 -1.84837 -1.46489
H -2.03461 -0.57099 -1.77288
H 2.62396 2.93325 -1.80462
H 0.96863 4.30677 -3.04041
H -1.43720 3.83862 -2.81026
H -2.22277 2.00873 -1.38118
H 4.22181 0.77472 0.98027
H 6.00118 -0.46998 2.18594
H 5.50537 -2.69912 3.12387
H 3.26490 -3.67945 2.85543
H 1.06286 -3.05403 0.58313
H 0.92048 -3.37911 2.31308
H 0.04650 -1.09787 2.69967
H -0.94527 -1.91013 1.49134